Computed, not measured: C43H69As3GeN3OPRb as an isolated structure, with ωB97M-V/def2-TZVPD.

```
122
Properties=species:S:1:pos:R:3:forces:R:3:mulliken_charge:R:1
Rb 0.13517 0.17176 -0.59280 -0.16 1.07 1.15 1.6764
As 3.06592 -0.86975 -0.34609 0.44 0.73 -0.44 1.1036
As -0.45454 -2.80814 0.43147 -0.11 -1.01 0.56 0.3253
As 3.18288 -6.58915 1.87383 -0.16 0.01 -0.02 0.2374
Ge 4.21025 2.01396 -2.11532 -0.03 0.37 -0.09 2.0855
P -0.76037 -0.41744 -4.06778 -0.46 0.31 -0.89 -0.0482
O -0.70217 -0.82728 -2.65361 -0.28 -0.71 -0.73 -0.6971
N -1.94555 -1.29633 -4.86694 0.30 0.00 0.26 0.5050
N -1.19396 1.16812 -4.30165 0.38 -0.24 -0.16 0.7740
N 0.71846 -0.56817 -4.80963 -0.36 -0.11 0.17 1.2482
C 2.13961 -3.84038 1.92630 0.22 -0.19 -0.28 3.6588
C 8.02712 0.88577 -3.79242 0.04 0.02 -0.08 -0.7059
C 3.07267 -7.04970 -0.03804 0.03 -0.01 -0.05 -1.0786
C 5.36434 0.32307 -4.25058 -0.03 0.09 0.00 -0.1847
C 1.77916 5.09008 -3.81526 -0.03 0.02 -0.05 -0.7947
C 1.08675 0.10631 -6.03759 0.07 0.07 0.06 -0.8265
C 1.68516 -5.31421 2.03123 -0.09 0.14 0.18 -1.1656
C -2.67716 2.02119 0.43473 -0.02 0.02 0.19 -0.6332
C 2.86196 1.01238 -1.19546 0.34 -0.62 -0.21 -0.3210
C -0.55068 3.16246 0.63668 0.12 -0.17 0.07 0.6314
C 5.53696 3.15448 0.30269 -0.09 -0.11 0.01 -0.5431
C 6.55972 5.32518 0.47148 0.00 0.00 -0.01 -0.4544
C 6.21293 4.11164 1.04835 0.05 0.03 0.03 -0.5774
C 1.51439 -1.74850 -4.50142 0.06 0.03 0.04 -0.2926
C 1.78767 4.84472 -5.18350 0.00 0.06 0.00 -0.5754
C -2.31072 1.64709 -5.08190 -0.01 -0.02 0.08 -1.1439
C 2.54908 3.79660 -5.67955 -0.01 0.02 -0.09 -0.5794
C 2.51608 4.28112 -2.96228 0.07 -0.01 0.08 0.2398
C -0.23346 2.18702 -3.88484 -0.07 -0.01 0.06 -0.6642
C -0.29304 2.41423 1.78967 -0.16 0.17 -0.02 -0.2218
C 5.57552 4.59277 -1.59726 0.00 -0.06 -0.06 -0.0774
C 7.03886 1.52198 -3.05011 -0.05 0.16 0.05 -0.5274
C -2.41447 1.29513 1.59046 -0.11 0.08 -0.11 -0.3997
C 2.87836 -3.47192 3.22333 -0.17 -0.06 -0.06 -2.3234
C -1.75150 2.94605 -0.03450 -0.06 0.11 0.06 -0.2422
C 4.47080 -0.35432 0.91810 0.10 -0.02 0.10 -1.4452
C 4.28869 -1.71565 -1.63806 0.09 -0.30 0.10 -1.3710
C 3.28600 3.21509 -3.43517 -0.14 -0.19 0.04 -0.9360
C -1.68794 -4.20280 1.12019 -0.05 0.13 -0.12 -1.2547
C 5.68881 1.26866 -3.27505 -0.30 -0.33 0.36 -0.4450
C 6.33794 -0.31538 -5.00169 0.01 0.03 -0.07 -0.7490
C -2.63666 -2.37184 -4.17526 -0.08 0.08 0.03 -0.9569
C 0.17417 -3.87203 -1.09120 0.15 0.07 -0.05 -0.4606
C 6.23380 5.56486 -0.85656 0.06 0.05 0.02 -0.6905
C -1.94796 -1.41678 -6.30955 0.00 0.01 0.08 -1.0437
C 0.49851 4.09542 0.11082 0.07 -0.01 -0.08 -0.9864
C 2.10602 -8.15401 2.45367 -0.04 -0.07 0.00 -1.2098
C 3.09985 -3.60346 0.75885 -0.06 0.10 0.01 -1.8021
C 5.20664 3.36954 -1.03466 -0.11 -0.10 -0.01 -0.0166
C 3.28441 2.99551 -4.81318 0.14 0.04 0.09 -0.4998
C -1.21820 1.49758 2.26558 0.04 0.08 0.13 -0.4985
C 7.67851 -0.02604 -4.77752 0.01 -0.05 0.01 -0.6605
C 0.88035 -2.93738 1.89626 0.25 0.06 0.05 -2.1455
H 1.15112 -0.59877 -6.87570 -0.05 0.01 0.00 0.3367
H -1.99189 2.07506 -6.04211 0.03 0.00 0.01 0.2906
H 2.13582 0.81337 -2.01285 0.17 0.16 -0.07 -1.4934
H -3.71007 -2.32741 -4.38953 0.02 -0.02 -0.01 0.2782
H 2.57650 3.60487 -6.74746 0.00 0.00 0.01 0.3857
H 6.47074 3.91040 2.08203 -0.03 0.00 0.00 0.4089
H 5.25121 2.21968 0.77012 0.01 0.03 0.03 0.0067
H -2.15112 -3.86964 2.04963 0.03 0.04 -0.01 0.3690
H 1.22402 -1.90633 2.02597 0.01 -0.03 -0.02 0.2439
H 0.96659 -5.54582 1.23937 0.08 -0.06 -0.02 0.0701
H 9.07334 1.09655 -3.60171 -0.01 0.01 0.02 0.3953
H 4.78498 -1.21628 1.50309 -0.06 -0.10 -0.05 0.4536
H -1.98260 3.53348 -0.91661 0.06 -0.04 -0.04 0.2497
H 5.33896 4.79149 -2.63705 0.00 0.03 -0.01 0.3831
H 7.08123 6.07906 1.04974 -0.01 -0.01 0.01 0.3335
H 4.93230 -0.96621 -2.08955 -0.01 0.06 0.02 0.2197
H 1.21145 5.47327 -5.85298 0.02 -0.01 -0.01 0.3256
H 4.31741 0.06471 -4.39150 0.04 -0.07 -0.04 0.6050
H -2.83731 2.43066 -4.52839 -0.01 0.00 -0.02 0.3040
H 1.18416 -5.50407 2.99424 -0.04 -0.15 -0.03 0.5426
H 1.16073 -8.20164 1.90787 0.00 0.02 -0.01 0.3125
H 6.49565 6.51234 -1.31453 0.01 -0.02 -0.01 0.3735
H 2.52414 4.49252 -1.89805 -0.05 0.03 -0.03 0.5471
H 0.09701 4.77669 -0.64043 -0.01 -0.02 -0.01 0.3900
H 3.28783 -2.46439 3.13442 0.02 0.01 -0.01 0.4377
H 3.73112 -2.22801 -2.42620 -0.04 0.03 0.04 0.1968
H -2.97766 -1.40295 -6.68211 0.03 0.04 -0.04 0.3660
H 1.21763 -2.13955 -3.53016 0.07 -0.03 0.00 -0.1910
H -3.00381 0.83087 -5.26825 -0.05 0.05 -0.02 0.3514
H 1.88612 -8.08985 3.52026 0.02 0.05 0.00 0.3467
H -1.40696 -0.58712 -6.76279 -0.04 -0.02 -0.05 0.2926
H -2.26500 -3.35500 -4.48858 0.01 0.02 0.01 0.3162
H 5.32258 0.01969 0.34457 0.01 0.02 0.04 0.4067
H 0.56924 1.73128 -3.30296 0.03 0.09 -0.01 -0.2581
H 1.04309 -3.37655 -1.52037 0.06 -0.05 0.00 -0.3608
H -1.15894 -5.13778 1.30624 0.01 0.06 -0.01 0.2917
H 1.20258 5.91966 -3.41988 0.00 -0.02 0.02 0.3933
H 0.35752 0.87903 -6.28047 0.05 0.01 -0.01 0.3009
H 2.03436 -7.09913 -0.37286 -0.02 0.02 0.04 0.2461
H 0.44041 -4.89001 -0.81138 0.06 0.04 0.04 0.3532
H -0.72556 2.94060 -3.26239 -0.02 -0.03 0.01 0.2247
H 4.11689 0.43229 1.58698 -0.07 0.00 -0.06 0.3415
H 6.05927 -1.05097 -5.74814 0.00 0.01 0.00 0.4288
H 2.65431 -9.08111 2.27768 0.04 0.02 -0.02 0.3947
H -3.15227 0.60206 1.97306 0.05 -0.06 -0.02 0.3927
H 8.44588 -0.52790 -5.35510 0.00 0.01 0.01 0.3448
H 0.94466 4.68433 0.91327 0.00 0.00 0.00 0.4452
H -2.47857 -4.38084 0.38924 -0.01 0.00 -0.01 0.3802
H 1.38804 -2.53164 -5.26100 -0.01 0.03 0.01 0.2869
H -3.62396 1.89525 -0.07575 0.04 -0.05 -0.07 0.3768
H 1.30201 3.50455 -0.34749 -0.03 0.02 0.04 -0.1015
H -0.62488 -3.89827 -1.83488 -0.04 0.06 0.04 0.3027
H -1.01235 0.95990 3.18300 0.01 -0.08 -0.06 0.3801
H 2.06189 0.58791 -5.92018 -0.01 0.00 -0.02 -0.1544
H 3.90024 2.20176 -5.22116 -0.03 0.00 -0.05 0.3530
H 7.31714 2.22726 -2.27328 0.06 -0.02 -0.03 0.3352
H 0.22379 2.69925 -4.73722 -0.03 -0.04 0.03 0.4553
H 3.60038 -6.30536 -0.63016 -0.02 0.04 0.06 0.2532
H 0.27096 -3.19000 2.77541 -0.15 0.12 -0.04 0.5230
H 3.54143 -8.02312 -0.19960 -0.01 -0.02 0.05 0.4397
H 3.70438 -4.16750 3.38674 0.04 0.04 0.03 0.4405
H -2.48440 -2.26439 -3.10439 -0.02 -0.04 -0.01 0.1666
H -1.48723 -2.35677 -6.63869 0.04 0.03 -0.01 0.2834
H 2.57205 -1.48146 -4.45339 -0.01 0.01 0.03 -0.0581
H 0.63525 2.57604 2.32432 0.03 -0.05 -0.03 0.3061
H 4.06772 -4.07511 1.01434 0.00 0.07 -0.03 0.4138
H 4.90129 -2.45484 -1.12182 -0.10 -0.04 0.04 0.5277
H 2.72716 -4.13495 -0.13059 0.01 0.05 -0.08 0.0125
H 2.21230 -3.50746 4.09395 0.02 -0.03 0.05 0.4479
```
Forces are in eV/Å.

Computed properties:
Kohn-Sham gap (eV): 3.63
Energy relative to the best compared isomer or geometry (same formula, charge and spin) (eV): 1.235
E_LUMO (eV): 1.642
E_tot (Eh): -11069.0072
Net charge: -1